Formula: C10H27CeCl2OP2S
Source: the OMol25 dataset
Level of theory: wB97M-V/def2-TZVPD

ORCA input file:
```
! RIJCOSX wB97M-V def2-TZVPD def2/J DEFGRID3
* xyz 2 2
C -1.284 0.150 -3.965
C -0.388 0.041 -2.805
H -2.334 0.093 -3.629
H -1.095 -0.626 -4.720
H -1.031 1.105 -4.444
O -0.799 0.000 -1.620
Cl 1.296 0.092 -3.186
Ce 0.496 0.047 0.609
P 0.739 -2.765 -0.141
C -0.382 -3.819 0.865
C 0.481 -3.536 -1.774
H 0.720 -4.606 -1.712
H 2.318 -4.575 0.097
H 1.141 -3.073 -2.517
H 3.139 -3.064 -0.374
H -1.423 -3.620 0.586
H -0.565 -3.429 -2.088
C 2.361 -3.493 0.272
H -0.175 -4.882 0.701
H 2.612 -3.304 1.323
H -0.270 -3.600 1.932
P 0.398 2.804 -0.387
C -0.692 3.878 0.605
C 2.022 3.599 -0.169
H 0.664 2.946 -2.807
H 0.061 4.472 -2.104
H -1.057 3.090 -2.305
C -0.023 3.375 -2.064
H 2.773 3.100 -0.799
H 1.923 4.649 -0.477
H -0.613 4.926 0.300
H -0.451 3.804 1.671
H 2.335 3.552 0.884
H -1.731 3.562 0.471
Cl 2.762 0.156 1.866
C -2.645 0.187 2.676
S -1.095 -0.781 2.722
C -0.430 -0.422 4.404
H -2.899 0.381 1.625
H -2.553 1.148 3.205
H -3.466 -0.418 3.092
H -0.572 0.646 4.670
H -0.916 -1.113 5.113
H 0.645 -0.673 4.400
*
```

Values from the calculation:
E = -2948.4339 hartree
E_LUMO (spin up / spin down) = -0.2488 / -0.2475 hartree
Relative energy (zero: lowest compared OMol25 entry of this formula, charge and spin) = 0.087 eV
<S²> = 0.75